This record from the OMol25 dataset describes a cluster of 2 separate species, C4H12 in total. The level of theory is ωB97M-V/def2-TZVPD.

Output
Energy relative to the best compared isomer or geometry (same formula, charge and spin) ... 0.446 eV
Orbital gap ... 12.461 eV
LUMO level ... 1.172 eV

Structure (XYZ):
```
16
C4H12 (ωB97M-V/def2-TZVPD)
C -1.42 -1.29 -0.88
C -1.69 0.17 -0.48
H -0.85 -1.29 -1.80
H -1.04 -1.84 -0.02
H -2.33 -1.80 -1.21
H -2.33 0.38 0.37
H -1.93 0.71 -1.40
H -0.70 0.62 -0.30
C 1.75 -0.16 0.54
C 1.36 1.27 0.86
H 1.34 -0.83 1.30
H 1.30 -0.54 -0.37
H 2.83 -0.27 0.54
H 1.58 1.94 0.02
H 0.31 1.47 1.01
H 2.01 1.70 1.63
```


This record from the OMol25 dataset describes a cluster of 2 separate species, C4H12 in total. The level of theory is ωB97M-V/def2-TZVPD.

Output
Energy relative to the best compared isomer or geometry (same formula, charge and spin) ... 0.372 eV
Orbital gap ... 12.762 eV
LUMO level ... 1.154 eV

Structure (XYZ):
```
16
C4H12 (ωB97M-V/def2-TZVPD)
C 0.07 0.35 -1.37
C 0.34 0.39 -2.85
H 0.97 -0.11 -0.83
H -0.10 1.35 -1.00
H -0.86 -0.24 -1.11
H 1.19 0.91 -2.98
H 0.49 -0.60 -3.23
H -0.49 0.93 -3.36
C -0.92 -0.46 1.94
C 0.55 -0.30 2.24
H -1.51 0.02 2.72
H -1.23 0.05 1.04
H -1.20 -1.53 1.86
H 1.11 -0.72 1.39
H 0.78 -0.81 3.18
H 0.81 0.76 2.35
```


This record from the OMol25 dataset describes a cluster of 2 separate species, C4H12 in total. The level of theory is ωB97M-V/def2-TZVPD.

Output
Total charge ... +1
Energy relative to the best compared isomer or geometry (same formula, charge and spin) ... 1.495 eV
Orbital gap (alpha / beta) ... 12.196 / 3.285 eV
LUMO level (alpha / beta) ... -3.364 / -12.094 eV
Spin multiplicity ... 2

Structure (XYZ):
```
16
C4H12 (ωB97M-V/def2-TZVPD)
C 0.61 1.14 1.73
C 1.51 -0.14 1.70
H -0.44 0.74 1.76
H 0.76 1.83 2.65
H 0.65 1.61 0.67
H 1.32 -0.84 2.59
H 2.61 0.21 1.72
H 1.37 -0.86 0.80
C -1.41 0.25 -1.66
C -0.68 -1.14 -1.70
H -0.97 0.92 -2.30
H -2.47 0.16 -2.08
H -1.42 0.56 -0.63
H -1.33 -1.94 -1.38
H 0.22 -0.98 -1.19
H -0.32 -1.51 -2.67
```


This record from the OMol25 dataset describes a cluster of 2 separate species, C4H12 in total. The level of theory is ωB97M-V/def2-TZVPD.

Output
Total charge ... +1
Energy relative to the best compared isomer or geometry (same formula, charge and spin) ... 0.498 eV
Orbital gap (alpha / beta) ... 12.033 / 4.294 eV
LUMO level (alpha / beta) ... -3.488 / -11.148 eV
Spin multiplicity ... 2

Structure (XYZ):
```
16
C4H12 (ωB97M-V/def2-TZVPD)
C -0.47 -0.91 1.02
C -1.35 -0.70 2.16
H 0.15 -1.80 1.13
H -1.09 -1.15 0.11
H 0.03 0.04 0.73
H -1.93 0.21 2.10
H -1.01 -0.79 3.22
H -1.87 -1.72 2.16
C 0.84 1.55 -1.37
C 0.99 0.10 -1.82
H 0.39 1.68 -0.37
H 1.81 2.04 -1.22
H 0.26 2.18 -2.04
H 2.00 -0.18 -1.55
H 0.29 -0.58 -1.35
H 0.95 0.03 -2.90
```


This record from the OMol25 dataset describes a cluster of 2 separate species, C4H12 in total. The level of theory is ωB97M-V/def2-TZVPD.

Output
Total charge ... +1
Energy relative to the best compared isomer or geometry (same formula, charge and spin) ... 0.921 eV
Orbital gap (alpha / beta) ... 13.931 / 3.511 eV
LUMO level (alpha / beta) ... -2.834 / -11.710 eV
Spin multiplicity ... 2

Structure (XYZ):
```
16
C4H12 (ωB97M-V/def2-TZVPD)
C -0.82 1.20 0.49
C -1.55 2.19 1.33
H -1.54 0.68 -0.08
H -0.01 1.60 -0.08
H -0.29 0.40 0.96
H -0.84 2.72 2.07
H -2.28 1.76 1.99
H -2.11 3.00 0.89
C 0.75 -1.94 -0.33
C 1.61 -1.46 -1.50
H 0.58 -1.18 0.41
H -0.17 -2.31 -0.66
H 1.23 -2.81 0.21
H 2.20 -2.18 -2.07
H 2.28 -0.65 -1.20
H 1.02 -1.01 -2.36
```


This record from the OMol25 dataset describes a structure of composition C4H12BBr4Na. The level of theory is ωB97M-V/def2-TZVPD.

Output
Total charge ... +1
Orbital gap (alpha / beta) ... 9.686 / 3.930 eV
LUMO level (alpha / beta) ... -3.438 / -9.193 eV
Spin multiplicity ... 2

Structure (XYZ):
```
22
C4H12BBr4Na (ωB97M-V/def2-TZVPD)
Na -0.42 0.89 1.25
B -1.32 -0.21 3.43
H -1.88 0.65 3.75
H -1.71 -0.59 2.50
H -0.27 0.02 3.31
H -1.32 -0.98 4.19
Br 1.89 -0.77 0.84
C 1.22 -2.63 0.70
C -0.27 -2.72 1.15
Br -1.30 -1.66 -0.19
H 1.90 -3.13 1.39
H 1.40 -2.90 -0.34
H -0.40 -2.45 2.20
H -0.53 -3.77 1.02
Br 0.14 2.88 -0.87
C 0.66 3.21 -2.84
C 0.08 2.13 -3.78
Br 0.88 0.32 -3.33
H 1.75 3.13 -2.85
H 0.26 4.19 -3.08
H 0.23 2.34 -4.84
H -0.99 2.05 -3.60
```


This record from the OMol25 dataset describes a cluster of 2 separate species, C4H12BN in total. The level of theory is ωB97M-V/def2-TZVPD.

Output
Energy relative to the best compared isomer or geometry (same formula, charge and spin) ... 6.855 eV
Orbital gap (alpha / beta) ... 7.769 / 6.602 eV
LUMO level (alpha / beta) ... -0.402 / -0.620 eV

Structure (XYZ):
```
18
C4H12BN (ωB97M-V/def2-TZVPD)
B 1.70 -2.12 -0.03
C -2.44 0.20 0.31
C 1.75 1.30 0.40
C -1.29 -0.79 -0.23
C 0.48 0.96 -0.36
N -0.07 -0.23 0.34
H 0.98 -2.90 -0.42
H 2.80 -1.89 0.15
H -2.26 0.21 1.39
H -2.20 1.10 -0.25
H -3.44 -0.10 0.11
H 2.05 0.43 0.89
H 2.55 1.76 -0.17
H 1.55 2.15 1.08
H -1.44 -1.81 0.18
H -1.21 -0.88 -1.37
H -0.25 1.80 -0.61
H 0.74 0.79 -1.38
```


This record from the OMol25 dataset describes the ion C4H12BN2 with charge +1. The level of theory is ωB97M-V/def2-TZVPD.

Output
Total charge ... +1
Energy relative to the best compared isomer or geometry (same formula, charge and spin) ... 0.196 eV
Orbital gap (alpha / beta) ... 5.409 / 6.693 eV
LUMO level (alpha / beta) ... -2.935 / -7.456 eV
Spin multiplicity ... 3

Structure (XYZ):
```
19
C4H12BN2 (ωB97M-V/def2-TZVPD)
B 0.34 -0.37 -0.03
C -0.89 -1.40 -0.12
C -0.39 1.10 0.09
C -2.07 -0.53 0.29
C 2.93 0.29 -0.01
N 1.73 -0.67 -0.03
N -1.76 0.76 -0.29
H -1.05 -1.81 -1.28
H -0.94 -2.24 0.56
H -0.35 1.49 1.09
H 0.02 1.98 -0.59
H -2.96 -0.94 -0.33
H -2.39 -0.62 1.33
H 2.71 1.21 -0.58
H 3.23 0.74 1.00
H 3.85 -0.18 -0.50
H 2.11 -1.57 -0.12
H -2.55 1.44 0.14
H -1.74 0.67 -1.36
```